Entry 1:
Below is a 4-piece molecular cluster, C20H22BF3N2O4 overall at a distorted geometry, with properties calculated with ωB97M-V with the def2-TZVPD basis set.

The geometry in XYZ format:
```
52
Properties=species:S:1:pos:R:3
N 1.7356 -2.1935 1.1940
C 1.0092 -0.9073 1.0687
O 0.2671 -0.7316 -0.1737
C -0.4281 -1.9024 -0.5612
O -0.4887 -2.1595 -1.7955
O -1.0422 -2.8340 0.3183
B -2.2086 -2.2783 0.9827
N -2.8756 -0.9959 0.6442
O -2.7205 -3.0590 2.1094
H 2.0942 -2.5427 0.2967
H 1.1253 -2.8681 1.6691
H 1.7807 -0.0497 1.1526
H 0.3385 -0.7934 2.0005
H -3.4854 -0.7930 1.4721
H -2.2181 -0.2023 0.5962
H -1.9527 -3.3512 2.6543
F 3.8601 3.4165 -3.2906
C 3.0370 2.3858 -3.5508
C 2.6698 1.5319 -2.5227
C 1.8141 0.4682 -2.7897
C 1.3438 0.2642 -4.0846
C 1.7233 1.1253 -5.1107
C 2.5704 2.1960 -4.8417
H 3.0518 1.7011 -1.5231
H 1.5145 -0.2013 -1.9907
H 0.6797 -0.5687 -4.2926
H 1.3594 0.9628 -6.1197
H 2.8691 2.8814 -5.6263
F -5.3142 -0.5775 1.7083
C -6.3018 -1.4755 1.5406
C -6.3785 -2.5684 2.3890
C -7.4026 -3.4942 2.2186
C -8.3313 -3.3216 1.1950
C -8.2408 -2.2223 0.3460
C -7.2235 -1.2905 0.5228
H -5.6417 -2.6902 3.1744
H -7.4768 -4.3494 2.8817
H -9.1275 -4.0468 1.0600
H -8.9624 -2.0914 -0.4533
H -7.1428 -0.4241 -0.1232
F 4.7105 0.9312 0.8508
C 5.2749 2.1295 1.0768
C 6.0503 2.3138 2.2108
C 6.6384 3.5532 2.4418
C 6.4353 4.5968 1.5416
C 5.6504 4.4011 0.4088
C 5.0713 3.1589 0.1718
H 6.1902 1.4925 2.9040
H 7.2535 3.7064 3.3220
H 6.8909 5.5647 1.7248
H 5.4896 5.2157 -0.2894
H 4.4652 2.9867 -0.7089
```

## Properties
charge = 0
total energy = -1510.32544 a.u.
multiplicity = 1
relative energy (zero: lowest compared OMol25 entry of this formula, charge and spin) = 29.5 kcal/mol
SMILES = NCOC(=O)OB(N)O.Fc1ccccc1.Fc1ccccc1.Fc1ccccc1

Atom charges from the Mulliken analysis, given in e for atoms 1 to 2: number 1, N, carries -0.60; number 2, C, carries -0.15

Entry 2:
Below is C20H22BF4NNiO9P3S as an isolated structure at a distorted geometry, with properties calculated with ωB97M-V with the def2-TZVPD basis set.

The geometry in XYZ format:
```
62
Properties=species:S:1:pos:R:3
Ni -13.2921 -5.2381 -4.6906
N -8.6477 -3.3130 -4.9622
C -9.8913 -3.9844 -4.4461
C -9.7913 -4.0407 -2.9228
P -10.0268 -5.6835 -5.1419
O -9.7066 -5.3839 -6.6838
O -8.9219 -6.4869 -4.5495
O -11.4481 -6.1086 -4.9607
P -11.2807 -2.8927 -4.9760
O -11.3667 -3.2233 -6.5935
O -10.7613 -1.5329 -4.8269
O -12.5124 -3.4265 -4.2868
H -7.8340 -3.5898 -4.3956
H -8.8335 -2.2912 -4.9022
H -8.4986 -3.6286 -5.9217
H -8.9013 -4.6500 -2.6976
H -10.6846 -4.5650 -2.5366
H -9.7826 -3.0015 -2.4989
H -10.3918 -4.8527 -7.1153
H -12.2110 -3.6767 -6.8207
O -15.4195 -3.4532 -7.6440
S -14.9687 -4.4897 -6.7555
O -15.1154 -4.1841 -5.3418
O -13.5491 -4.8855 -6.9412
C -15.9390 -5.8976 -6.9802
C -17.1249 -5.6898 -7.6683
C -18.0784 -6.7160 -7.7378
C -17.8194 -7.9139 -7.1336
C -16.6542 -8.1341 -6.3960
C -15.6814 -7.1420 -6.3593
P -14.1480 -7.4189 -5.3619
C -14.5728 -8.7931 -4.1660
C -14.7483 -8.4786 -2.8089
C -14.9253 -9.4917 -1.8937
C -14.8657 -10.8268 -2.2649
C -14.7964 -11.1290 -3.6255
C -14.6134 -10.1525 -4.5811
C -12.9904 -8.2912 -6.4541
C -11.8335 -8.8272 -5.8776
C -10.8185 -9.3531 -6.6559
C -11.0029 -9.3407 -8.0370
C -12.1812 -8.8860 -8.6170
C -13.1349 -8.2997 -7.8442
H -17.3733 -4.7363 -8.1406
H -19.0687 -6.5661 -8.2036
H -18.5965 -8.6770 -7.1862
H -16.5520 -9.0853 -5.8504
H -14.7100 -7.4374 -2.4507
H -15.0174 -9.1862 -0.8648
H -15.0420 -11.6383 -1.5782
H -14.8075 -12.1820 -3.9362
H -14.3808 -10.3683 -5.6262
H -11.7212 -8.7832 -4.7764
H -9.9523 -9.7436 -6.1593
H -10.2749 -9.7606 -8.7379
H -12.2821 -8.8453 -9.6687
H -14.0121 -7.8069 -8.2571
F -12.9330 -4.2934 -0.9163
B -13.2873 -5.4958 -1.4433
F -12.1882 -6.2477 -1.8383
F -14.1809 -6.1514 -0.6165
F -14.0384 -5.1832 -2.7299
```

## Properties
charge = -1
total energy = -4862.78235 a.u.
multiplicity = 3
relative energy (zero: lowest compared OMol25 entry of this formula, charge and spin) = 0.0 kcal/mol
⟨S²⟩ = 2.00

Atom charges from the Mulliken analysis, given in e for atoms 1 to 2: number 1, Ni, carries 2.60; number 2, N, carries -0.03

Entry 3:
Below is a 3-piece molecular cluster, C20H22BN5O8P overall at a distorted geometry, with properties calculated with ωB97M-V with the def2-TZVPD basis set.

The geometry in XYZ format:
```
57
Properties=species:S:1:pos:R:3
C -5.5438 -1.8178 3.6755
P -4.8389 -0.8391 2.2738
O -5.0985 0.7291 2.7160
N -3.1632 -1.2347 2.3353
C -2.3488 -0.8198 1.1491
B -2.7919 -1.5189 -0.2602
N -4.0133 -1.2550 -0.9746
O -1.8871 -2.4505 -0.8564
C -2.4120 0.7172 0.9029
O -2.5629 1.0955 -0.2972
O -2.3353 1.4928 1.8595
C -0.9213 -1.2328 1.4374
C -0.5755 -2.4990 1.9132
C 0.7490 -2.7484 2.1492
N 1.7742 -1.9334 1.9808
C 1.4499 -0.7189 1.5303
C 0.1446 -0.3926 1.2575
H -6.5940 -1.5527 3.8256
H -5.0366 -1.6347 4.6332
H -5.5364 -2.8852 3.4314
H -5.5605 1.1173 1.9684
H -3.0808 -2.2304 2.5100
H -4.4819 -0.4300 -0.6255
H -4.6421 -2.0515 -0.9574
H -2.2361 -3.3272 -0.6535
H -1.3339 -3.2498 2.1092
H 0.9900 -3.7413 2.5414
H 2.2507 0.0163 1.3749
H -0.0602 0.6026 0.8656
C 1.2574 -2.3135 -2.7874
C 1.7768 -2.3351 -4.0767
C 3.1172 -2.0599 -4.2900
C 3.9255 -1.7686 -3.2032
C 3.4204 -1.7363 -1.9143
C 2.0780 -2.0110 -1.7101
N 5.3512 -1.4995 -3.4255
O 5.7609 -1.5166 -4.5720
O 6.0467 -1.2780 -2.4550
H 0.2096 -2.5326 -2.6193
H 1.1349 -2.5693 -4.9157
H 3.5184 -2.0770 -5.2929
H 4.0545 -1.5031 -1.0711
H 1.6681 -1.9911 -0.7099
C 1.5313 6.2769 -0.2670
C 2.0001 5.7966 0.9483
C 2.2548 4.4446 1.1077
C 2.0395 3.5906 0.0418
C 1.5659 4.0521 -1.1722
C 1.3106 5.4049 -1.3243
N 2.3292 2.1612 0.1983
O 2.7245 1.7772 1.2860
O 2.1607 1.4413 -0.7613
H 1.3370 7.3349 -0.3906
H 2.1690 6.4773 1.7718
H 2.6183 4.0719 2.0541
H 1.3949 3.3747 -1.9962
H 0.9413 5.7802 -2.2690
```

## Properties
charge = -1
total energy = -2017.20994 a.u.
multiplicity = 1

Atom charges from the Mulliken analysis, given in e for atoms 1 to 2: number 1, C, carries -1.09; number 2, P, carries 0.02

Entry 4:
Below is C20H22BeN2O2 as an isolated structure at a distorted geometry, with properties calculated with ωB97M-V with the def2-TZVPD basis set.

The geometry in XYZ format:
```
47
Properties=species:S:1:pos:R:3
C -0.5689 -2.0769 -0.8065
C -0.9226 -1.1315 1.6062
H -1.1717 -1.6804 -1.6277
H -1.2387 -2.6371 -0.1346
H 0.1488 -2.7987 -1.2265
H -0.7218 -0.2759 2.2585
H -1.9462 -1.0522 1.2008
H -0.9393 -2.0240 2.2537
C 1.6565 -0.8509 -2.4606
C 2.6600 -0.5232 -3.3787
C 3.6653 0.3619 -2.9943
C 3.6238 0.8729 -1.7007
H 0.8708 -1.5566 -2.7218
H 2.6263 -0.9613 -4.3727
H 4.4626 0.6570 -3.6759
H 4.3725 1.5704 -1.3436
N 1.5928 -0.3385 -1.2101
C 2.5896 0.5092 -0.8211
C 2.5537 1.0241 0.5561
N 1.5346 0.6417 1.3454
C 1.4331 1.0952 2.5918
C 3.4574 2.3643 2.3661
C 2.3683 1.9774 3.1464
H 0.5855 0.7357 3.1744
H 2.2155 2.3186 4.1649
C 3.5580 1.8786 1.0662
H 4.3860 2.1351 0.4162
H 4.2208 3.0338 2.7578
Be 0.2218 -0.5670 -0.0568
C 0.8901 -2.0009 1.0270
H 1.3274 -1.6966 1.9845
H 1.7547 -2.1247 0.3434
H 0.4724 -3.0063 1.1417
O -1.6509 2.5309 -1.3710
C -1.5856 1.4587 -0.7705
O -0.5154 0.8518 -0.3439
C -2.9234 0.7898 -0.4921
C -3.6635 1.1602 0.6411
C -4.9046 0.5697 0.8810
C -5.4028 -0.3935 -0.0015
C -4.6738 -0.7444 -1.1450
C -3.4277 -0.1549 -1.3896
H -3.2431 1.9225 1.3065
H -5.4779 0.8873 1.7559
H -6.3706 -0.8551 0.1925
H -5.0639 -1.4732 -1.8575
H -2.8360 -0.4232 -2.2752
```

## Properties
charge = 0
total energy = -1049.95892 a.u.
multiplicity = 1
relative energy (zero: lowest compared OMol25 entry of this formula, charge and spin) = 124.5 kcal/mol

Atom charges from the Mulliken analysis, given in e for atoms 1 to 2: number 1, C, carries -1.58; number 2, C, carries -1.00

Please write out number 1 again, unchanged.
Below is a 4-piece molecular cluster, C20H22BF3N2O4 overall at a distorted geometry, with properties calculated with ωB97M-V with the def2-TZVPD basis set.

The geometry in XYZ format:
```
52
Properties=species:S:1:pos:R:3
N 1.7356 -2.1935 1.1940
C 1.0092 -0.9073 1.0687
O 0.2671 -0.7316 -0.1737
C -0.4281 -1.9024 -0.5612
O -0.4887 -2.1595 -1.7955
O -1.0422 -2.8340 0.3183
B -2.2086 -2.2783 0.9827
N -2.8756 -0.9959 0.6442
O -2.7205 -3.0590 2.1094
H 2.0942 -2.5427 0.2967
H 1.1253 -2.8681 1.6691
H 1.7807 -0.0497 1.1526
H 0.3385 -0.7934 2.0005
H -3.4854 -0.7930 1.4721
H -2.2181 -0.2023 0.5962
H -1.9527 -3.3512 2.6543
F 3.8601 3.4165 -3.2906
C 3.0370 2.3858 -3.5508
C 2.6698 1.5319 -2.5227
C 1.8141 0.4682 -2.7897
C 1.3438 0.2642 -4.0846
C 1.7233 1.1253 -5.1107
C 2.5704 2.1960 -4.8417
H 3.0518 1.7011 -1.5231
H 1.5145 -0.2013 -1.9907
H 0.6797 -0.5687 -4.2926
H 1.3594 0.9628 -6.1197
H 2.8691 2.8814 -5.6263
F -5.3142 -0.5775 1.7083
C -6.3018 -1.4755 1.5406
C -6.3785 -2.5684 2.3890
C -7.4026 -3.4942 2.2186
C -8.3313 -3.3216 1.1950
C -8.2408 -2.2223 0.3460
C -7.2235 -1.2905 0.5228
H -5.6417 -2.6902 3.1744
H -7.4768 -4.3494 2.8817
H -9.1275 -4.0468 1.0600
H -8.9624 -2.0914 -0.4533
H -7.1428 -0.4241 -0.1232
F 4.7105 0.9312 0.8508
C 5.2749 2.1295 1.0768
C 6.0503 2.3138 2.2108
C 6.6384 3.5532 2.4418
C 6.4353 4.5968 1.5416
C 5.6504 4.4011 0.4088
C 5.0713 3.1589 0.1718
H 6.1902 1.4925 2.9040
H 7.2535 3.7064 3.3220
H 6.8909 5.5647 1.7248
H 5.4896 5.2157 -0.2894
H 4.4652 2.9867 -0.7089
```

## Properties
charge = 0
total energy = -1510.32544 a.u.
multiplicity = 1
relative energy (zero: lowest compared OMol25 entry of this formula, charge and spin) = 29.5 kcal/mol
SMILES = NCOC(=O)OB(N)O.Fc1ccccc1.Fc1ccccc1.Fc1ccccc1

Atom charges from the Mulliken analysis, given in e for atoms 1 to 2: number 1, N, carries -0.60; number 2, C, carries -0.15

> Which of these has the highest multiplicity?

C20H22BF4NNiO9P3S